No. 1
2 unconnected molecules or ions with the total composition C6H9N2O2 in a non-equilibrium geometry. Source: the OMol25 dataset; level of theory: ωB97M-V/def2-TZVPD.

Geometry as XYZ:
```
19
Properties=species:S:1:pos:R:3:nbo_charge:R:1
C -1.58 1.81 1.95 -0.733
C -0.14 2.08 2.19 0.725
O 0.66 1.54 1.45 -0.743
O 0.06 2.94 3.13 -0.841
H -2.15 2.78 2.23 0.208
H -2.09 1.15 2.80 0.192
H -1.72 1.45 0.91 0.199
C 1.12 -1.65 0.59 -0.648
C 0.83 -1.28 -0.76 0.127
C 0.35 0.22 -2.38 0.108
C 0.33 -1.94 -1.94 -0.152
N 0.76 0.04 -1.07 -0.395
N 0.02 -0.98 -2.94 -0.521
H -0.14 1.15 -2.64 0.197
H 2.17 -1.21 0.73 0.242
H 1.12 -2.72 0.62 0.194
H -0.22 -1.26 -3.79 0.390
H 0.25 -2.94 -2.30 0.182
H 0.35 -1.18 1.21 0.270
```

The relative energy (zero: lowest compared OMol25 entry of this formula, charge and spin) is 313.43 kJ/mol. As for the net charge: -1. The calculation puts the total energy at -494.00331 Ha. As for the frontier orbital gap: 6.445 eV.



No. 2
2 unconnected molecules or ions with the total composition C8H16Cl2N3O4P in a non-equilibrium geometry. Source: the OMol25 dataset; level of theory: ωB97M-V/def2-TZVPD.

Geometry as XYZ:
```
34
Properties=species:S:1:pos:R:3:nbo_charge:R:1
C 3.08 -0.17 -0.11 -0.718
C 2.04 0.73 -0.63 0.068
Cl 2.45 1.79 -1.95 -0.011
C 0.81 0.84 -0.10 -0.178
Cl 0.47 -0.14 1.31 0.003
C -0.29 1.79 -0.54 -0.095
C -0.80 1.62 -1.97 -0.421
C -1.23 0.18 -2.12 -0.248
N -2.21 -0.19 -1.06 -0.717
P -2.07 -1.87 -0.67 2.472
O -0.74 -2.42 -0.86 -1.051
O -3.17 -2.48 -1.61 -0.970
O -2.60 -2.10 0.80 -0.977
C -2.36 0.68 -0.04 0.742
N -3.54 0.61 0.68 -0.891
N -1.47 1.59 0.34 -0.487
H 3.87 -0.28 -0.85 0.230
H 2.69 -1.16 0.10 0.248
H 3.53 0.29 0.81 0.357
H 0.06 2.81 -0.39 0.244
H -1.69 2.24 -2.07 0.195
H -0.08 1.90 -2.73 0.272
H -0.35 -0.45 -2.12 0.265
H -1.71 0.04 -3.09 0.231
H -3.00 -3.42 -1.71 0.526
H -1.86 -1.94 1.40 0.529
H -3.51 0.19 1.59 0.430
H -4.39 1.01 0.34 0.426
H -1.98 2.47 0.44 0.426
C 4.02 -0.82 3.34 -0.188
O 4.48 -0.49 2.12 -0.950
H 4.27 -0.12 4.18 0.088
H 2.89 -0.91 3.43 0.056
H 4.37 -1.81 3.74 0.095
```

The calculation puts the total energy at -2041.32480 Ha. As for the frontier orbital gap: 2.962 eV.



No. 3
A molecular structure, C47H55IN10O3STi in a non-equilibrium geometry. Source: the OMol25 dataset; level of theory: ωB97M-V/def2-TZVPD.

Geometry as XYZ:
```
118
Properties=species:S:1:pos:R:3:mulliken_spin:R:1
Ti 0.83 0.06 -1.44 0.940
C 0.21 -3.44 -4.58 -0.001
C 1.23 -2.30 -4.44 0.018
C 2.63 -2.78 -4.84 0.000
C 0.84 -1.08 -5.26 0.007
C 0.44 -1.24 -6.58 0.002
C 0.08 -0.15 -7.36 -0.001
C 0.07 1.11 -6.78 0.000
C 0.45 1.30 -5.46 -0.008
C 0.32 2.70 -4.87 0.003
C -1.12 3.22 -4.99 0.000
C 1.31 3.69 -5.51 0.000
C 0.89 0.20 -4.71 -0.017
N 1.37 0.42 -3.37 -0.031
C 2.49 1.21 -3.34 0.018
O 3.29 1.39 -4.23 0.017
C 2.52 2.04 -2.07 0.023
C 3.45 3.03 -1.84 -0.021
C 3.18 3.97 -0.86 0.023
C 1.98 3.91 -0.17 -0.020
C 1.13 2.86 -0.41 0.041
N 1.42 1.94 -1.33 -0.017
C -0.14 2.66 0.36 0.017
O -0.64 3.67 0.88 0.008
N -0.54 1.38 0.40 -0.032
C -1.58 1.11 1.34 0.002
C -1.27 1.03 2.72 0.000
C -2.22 0.55 3.62 0.000
C -3.49 0.20 3.20 0.000
C -3.83 0.36 1.86 0.000
C -2.89 0.81 0.93 -0.003
C -3.32 1.11 -0.49 0.003
C -3.86 2.55 -0.57 -0.001
C -4.33 0.12 -1.05 0.001
C 0.05 1.55 3.31 -0.001
C 0.80 0.52 4.16 -0.001
C -0.19 2.81 4.15 0.000
H 0.36 -4.18 -3.79 0.000
H 0.32 -3.96 -5.54 0.000
H -0.82 -3.07 -4.51 0.001
H 1.26 -2.01 -3.41 -0.016
H 2.63 -3.10 -5.89 0.000
H 2.95 -3.62 -4.20 0.000
H 3.36 -1.97 -4.72 0.000
H 0.43 -2.24 -7.02 0.000
H -0.20 -0.29 -8.40 0.000
H -0.25 1.97 -7.38 0.000
H 0.54 2.64 -3.81 0.012
H -1.38 3.42 -6.04 0.000
H -1.23 4.16 -4.43 0.000
H -1.83 2.49 -4.59 0.000
H 1.03 3.88 -6.55 0.000
H 2.32 3.28 -5.50 0.000
H 1.30 4.64 -4.97 0.000
H 4.34 3.07 -2.46 0.001
H 3.89 4.76 -0.64 0.002
H 1.69 4.65 0.57 0.000
H -1.97 0.49 4.67 0.000
H -4.23 -0.16 3.91 0.000
H -4.84 0.13 1.53 0.000
H -2.43 1.07 -1.10 -0.002
H -4.78 2.64 0.02 0.000
H -4.07 2.82 -1.61 0.000
H -3.12 3.26 -0.17 0.000
H -5.33 0.28 -0.62 0.000
H -4.03 -0.91 -0.86 0.000
H -4.41 0.26 -2.14 0.000
H 0.69 1.82 2.48 0.005
H 0.25 0.27 5.08 0.000
H 1.78 0.93 4.47 0.001
H 0.98 -0.41 3.61 0.001
H -0.85 2.58 5.00 0.000
H -0.66 3.59 3.55 0.000
H 0.76 3.20 4.55 0.000
O -0.17 -1.44 -1.13 0.027
N -1.23 -2.13 -1.51 0.000
C -1.38 -3.35 -0.95 0.000
C -2.44 -4.13 -1.30 -0.001
C -3.35 -3.64 -2.25 0.000
C -3.16 -2.41 -2.81 0.001
C -2.05 -1.59 -2.46 0.014
S -1.68 -0.09 -3.11 0.000
H -0.62 -3.61 -0.23 0.001
H -2.55 -5.10 -0.84 0.000
H -4.20 -4.25 -2.55 0.000
H -3.84 -2.01 -3.55 0.000
N 2.70 0.74 1.11 0.010
H 3.28 -0.08 1.20 0.001
H 2.09 0.78 1.91 -0.009
H 3.30 1.55 1.13 0.000
C 3.09 -3.05 2.48 -0.002
C 1.65 -2.66 2.54 0.000
N 0.98 -2.08 1.57 -0.004
C -0.31 -1.91 2.04 0.002
C -0.44 -2.37 3.29 -0.001
N 0.82 -2.86 3.64 0.000
C 1.15 -3.28 4.97 0.000
N 1.62 -2.22 5.85 0.000
N 2.91 -1.82 5.85 0.000
N 3.04 -0.81 6.62 0.000
C 1.78 -0.51 7.15 0.000
C 1.39 0.51 8.02 0.000
C 0.06 0.55 8.37 0.000
C -0.87 -0.39 7.87 0.000
C -0.49 -1.39 7.00 0.000
C 0.87 -1.41 6.65 0.000
H 3.47 -2.81 1.49 0.001
H 3.21 -4.13 2.65 0.000
H 3.68 -2.54 3.24 0.000
H -1.07 -1.43 1.42 -0.002
H -1.27 -2.40 3.99 0.000
H 1.88 -4.07 4.95 0.000
H 0.24 -3.65 5.42 0.000
H 2.11 1.22 8.41 0.000
H -0.30 1.33 9.04 0.000
H -1.91 -0.33 8.17 0.000
H -1.20 -2.09 6.60 0.000
I 3.18 -1.49 -1.38 -0.012
```

The expectation value of S² is 0.76. The relative energy (zero: lowest compared OMol25 entry of this formula, charge and spin) is 0.00 kJ/mol. As for the spin multiplicity: 2. As for the net charge: -1. The calculation puts the total energy at -4142.84003 Ha. As for the frontier orbital gap (spin up / spin down): 6.447 / 7.004 eV.